This record from the Open Molecules 2025 dataset describes 3 unconnected molecules or ions with the total composition C21H43N4. The level of theory is the ωB97M-V functional and the def2-TZVPD basis.

The geometry in XYZ format:
```
68
Properties=species:S:1:pos:R:3
C 0.7285 3.3940 -2.1665
C -0.7171 2.9797 -2.4776
C -0.9138 1.4670 -2.6030
C -1.0157 0.7454 -1.2360
C 0.3383 0.2214 -0.7692
C 0.3648 -0.2591 0.7023
C 0.4220 -1.7777 0.8579
C 1.8359 -2.3778 0.9326
C 2.8483 -1.9323 -0.1393
C 2.7663 -2.6301 -1.5050
C 3.1354 -1.6709 -2.6617
N 2.4463 -1.9273 -3.9104
C 2.1704 -3.3054 -4.2207
C 1.5705 -4.1130 -3.0478
N 1.4537 -3.2690 -1.8048
H 1.4169 2.6546 -2.5624
H 0.8869 3.4379 -1.0931
H 0.9684 4.3681 -2.5733
H -1.3574 3.3166 -1.6687
H -1.0216 3.4344 -3.4139
H -0.0630 1.0360 -3.1352
H -1.8070 1.2596 -3.1835
H -1.4547 1.3967 -0.4896
H -1.6512 -0.1249 -1.3844
H 0.5928 -0.6195 -1.4135
H 1.1215 0.9537 -0.9265
H -0.5324 0.1056 1.1907
H 1.2249 0.1853 1.1917
H -0.2036 -2.2499 0.1005
H -0.0578 -2.0302 1.8000
H 1.7407 -3.4628 0.9172
H 2.2569 -2.1272 1.8958
H 3.8307 -2.1691 0.2554
H 2.8280 -0.8537 -0.2343
H 3.4799 -3.4457 -1.5113
H 2.8706 -0.6654 -2.3651
H 4.2184 -1.6954 -2.7644
H 1.6276 -1.3442 -4.0133
H 3.0482 -3.8296 -4.5849
H 1.4564 -3.3218 -5.0357
H 0.6090 -4.5634 -3.2620
H 2.2499 -4.9115 -2.7729
H 0.6967 -2.5870 -1.8737
H 1.1884 -3.9091 -1.0547
C -0.9960 -1.7625 5.3419
C -0.3625 -2.6941 6.3688
C 1.1612 -2.7840 6.2341
C 1.5684 -3.3756 4.9608
N 1.8891 -3.8478 3.9644
H -0.8314 -2.1241 4.3245
H -2.0718 -1.6958 5.4995
H -0.5823 -0.7549 5.4177
H -0.7984 -3.6902 6.2800
H -0.5931 -2.3356 7.3725
H 1.5727 -3.3910 7.0417
H 1.6080 -1.7922 6.3218
C -4.0167 5.3264 -1.5017
C -3.3020 5.6248 -0.1883
C -4.1615 5.3177 1.0418
C -5.3494 6.1668 1.1103
N -6.2842 6.8302 1.1610
H -4.9012 5.9527 -1.6211
H -3.3562 5.5209 -2.3470
H -4.3294 4.2810 -1.5509
H -2.9939 6.6711 -0.1688
H -2.3903 5.0256 -0.1256
H -3.5775 5.4672 1.9514
H -4.4748 4.2721 1.0313
```

Charge: +1
Gap between HOMO and LUMO (eV): 10.0
E_LUMO (eV): -2.798
Calculated total energy (eV): -28428.23667



This record from the Open Molecules 2025 dataset describes 3 unconnected molecules or ions with the total composition C21H43N4O6. The level of theory is the ωB97M-V functional and the def2-TZVPD basis.

The geometry in XYZ format:
```
74
Properties=species:S:1:pos:R:3
C -1.5360 5.5597 -2.6827
C -1.5405 4.0855 -2.3106
C -0.9273 3.6839 -1.1391
C -0.9011 2.3391 -0.8329
C -0.2304 1.7689 0.4205
O -0.6383 2.1585 1.4872
O 0.7239 0.8342 0.2808
C 1.7252 1.1462 -0.7105
C 1.6918 0.1849 -1.9127
N 2.6410 0.6188 -2.9576
C -1.5130 1.4002 -1.6873
C -2.0974 1.8491 -2.8224
N -2.0905 3.1645 -3.0917
H -1.3842 6.1295 -1.7665
H -0.6935 5.7027 -3.3727
H -2.4839 5.7986 -3.1762
H -0.4609 4.3955 -0.4645
H 2.6926 0.9644 -0.2218
H 1.7385 2.2008 -1.0244
H 1.9621 -0.8021 -1.5075
H 0.6854 0.1251 -2.3556
H 2.8391 1.6088 -2.8309
H 2.2141 0.5592 -3.8745
H -1.4783 0.3445 -1.4414
H -2.5613 1.1212 -3.4817
H -2.5212 3.4765 -3.9575
C -5.0488 1.9090 -0.7867
O -4.0554 1.2488 -0.0275
C -3.7835 1.8504 1.2460
C -4.3739 1.0496 2.3917
N -5.8289 1.1269 2.4249
C -6.4901 0.1242 3.2656
C -6.2101 -1.3599 3.0232
O -6.7573 -1.8903 1.8283
C -6.0475 -1.5796 0.6486
H -4.9830 1.5426 -1.8136
H -6.0537 1.6843 -0.4220
H -4.8980 2.9941 -0.7910
H -4.1114 2.8948 1.2760
H -2.6967 1.8436 1.3569
H -3.9742 1.4305 3.3358
H -4.0225 0.0165 2.2749
H -6.1854 1.0260 1.4851
H -7.5645 0.2796 3.1460
H -6.2526 0.3524 4.3097
H -6.7038 -1.9065 3.8296
H -5.1453 -1.6098 3.1032
H -4.9656 -1.5717 0.8073
H -6.3829 -0.6217 0.2411
H -6.2802 -2.3432 -0.0944
C 5.9750 -4.4715 2.6989
O 6.1917 -3.0796 2.5552
C 7.3136 -2.7361 1.7495
C 6.8925 -2.2239 0.3832
N 6.3384 -3.2817 -0.4531
C 5.5964 -2.8227 -1.6276
C 4.4293 -1.8514 -1.4435
O 3.2710 -2.4067 -0.8308
C 3.3556 -2.5627 0.5774
H 5.2839 -4.6152 3.5286
H 5.5151 -4.9047 1.8045
H 6.9038 -5.0019 2.9233
H 8.0207 -3.5667 1.6666
H 7.8251 -1.9217 2.2695
H 7.7604 -1.7880 -0.1209
H 6.1680 -1.4172 0.5548
H 5.7166 -3.8499 0.1048
H 5.2046 -3.7177 -2.1170
H 6.3118 -2.3704 -2.3224
H 4.1083 -1.5527 -2.4430
H 4.7252 -0.9237 -0.9381
H 3.8994 -1.7427 1.0524
H 3.8127 -3.5207 0.8279
H 2.3399 -2.5795 0.9755
```

Charge: +1
Gap between HOMO and LUMO (eV): 5.7
E_LUMO (eV): -4.597
Calculated total energy (eV): -40710.05301
Energy above the lowest of the compared OMol25 structures with the same formula, charge and spin (eV): 0.000



This record from the Open Molecules 2025 dataset describes a molecular structure, C21H45As2Br2OPtSi3. The level of theory is the ωB97M-V functional and the def2-TZVPD basis.

The geometry in XYZ format:
```
75
Properties=species:S:1:pos:R:3
Pt -0.0740 -0.5785 -0.1067
C 2.0825 -2.4725 1.9345
O 1.2933 -1.3312 1.4992
Si 1.2166 0.0474 2.5238
C 0.8520 -0.4541 4.2654
C 2.7943 1.0003 2.4413
C -0.2125 0.7767 1.4847
Si -2.0509 0.0272 2.0544
C -2.3427 1.3274 3.3724
C -3.3634 0.0650 0.7408
C -2.1072 -1.6138 2.9026
Si -0.1434 2.6970 1.2884
C -1.6831 3.3782 0.4819
C 1.3951 3.0571 0.2780
C 0.0787 3.4340 2.9955
H 2.2692 -2.3955 3.0047
H 3.0362 -2.4796 1.4117
H 1.5426 -3.3915 1.7398
H 1.7884 -0.5339 4.8223
H 0.3414 -1.4128 4.3251
H 0.2488 0.2895 4.7900
H 3.5080 0.5413 3.1311
H 2.6609 2.0314 2.7751
H 3.2462 1.0228 1.4497
H -2.5967 2.3190 3.0122
H -1.5568 1.3932 4.1207
H -3.2271 0.9124 3.8749
H -3.5674 1.0702 0.3776
H -4.2756 -0.2905 1.2319
H -3.1781 -0.6080 -0.0961
H -1.5327 -1.6700 3.8229
H -1.8816 -2.4716 2.2746
H -3.1611 -1.7087 3.1933
H -1.9271 2.9596 -0.4937
H -1.5357 4.4534 0.3371
H -2.5701 3.2716 1.1066
H 1.7242 2.2151 -0.3298
H 2.2175 3.3356 0.9373
H 1.2138 3.9087 -0.3813
H -0.8484 3.8776 3.3599
H 0.8173 4.2367 2.9299
H 0.4288 2.7390 3.7619
C 3.3044 0.0119 -1.4332
As 1.7730 -1.1348 -1.5679
C 2.3740 -2.9352 -1.2578
C 1.0529 -1.0850 -3.3396
C 1.6962 -1.7237 -4.3889
C 1.0895 -1.7496 -5.6417
C -0.1501 -1.1561 -5.8311
C -0.7871 -0.5032 -4.7778
C -0.1787 -0.4673 -3.5320
As -0.8796 0.5969 -2.0905
C -2.7619 0.8100 -2.4089
C -0.0768 2.2929 -2.5353
H 4.0443 -0.3740 -2.1373
H 3.7025 -0.0413 -0.4227
H 3.0573 1.0351 -1.7037
H 2.6003 -3.3521 -2.2395
H 1.5845 -3.5190 -0.7924
H 3.2749 -2.9313 -0.6511
H 2.6577 -2.2065 -4.2592
H 1.5854 -2.2449 -6.4657
H -0.6256 -1.1959 -6.8021
H -1.7493 -0.0366 -4.9473
H -3.2544 -0.1592 -2.4128
H -2.8537 1.2795 -3.3891
H -3.2022 1.4653 -1.6673
H -0.2921 2.4368 -3.5949
H 0.9997 2.2429 -2.3992
H -0.4928 3.1130 -1.9605
Br -0.7153 -4.3515 0.7298
C -1.8204 -4.4424 -0.8348
Br -1.4516 -2.8995 -1.9482
H -2.8616 -4.4220 -0.5410
H -1.5639 -5.3283 -1.4016
```

Charge: +3
Gap between HOMO and LUMO (eV): 6.7
E_LUMO (eV): -11.492
Calculated total energy (eV): -313172.68525
Energy above the lowest of the compared OMol25 structures with the same formula, charge and spin (eV): 0.246



Question: Look up the E_LUMO of the second one.
Answer: -4.597 eV



What did the third record say?
This record from the Open Molecules 2025 dataset describes a molecular structure, C21H45As2Br2OPtSi3. The level of theory is the ωB97M-V functional and the def2-TZVPD basis.

The geometry in XYZ format:
```
75
Properties=species:S:1:pos:R:3
Pt -0.0740 -0.5785 -0.1067
C 2.0825 -2.4725 1.9345
O 1.2933 -1.3312 1.4992
Si 1.2166 0.0474 2.5238
C 0.8520 -0.4541 4.2654
C 2.7943 1.0003 2.4413
C -0.2125 0.7767 1.4847
Si -2.0509 0.0272 2.0544
C -2.3427 1.3274 3.3724
C -3.3634 0.0650 0.7408
C -2.1072 -1.6138 2.9026
Si -0.1434 2.6970 1.2884
C -1.6831 3.3782 0.4819
C 1.3951 3.0571 0.2780
C 0.0787 3.4340 2.9955
H 2.2692 -2.3955 3.0047
H 3.0362 -2.4796 1.4117
H 1.5426 -3.3915 1.7398
H 1.7884 -0.5339 4.8223
H 0.3414 -1.4128 4.3251
H 0.2488 0.2895 4.7900
H 3.5080 0.5413 3.1311
H 2.6609 2.0314 2.7751
H 3.2462 1.0228 1.4497
H -2.5967 2.3190 3.0122
H -1.5568 1.3932 4.1207
H -3.2271 0.9124 3.8749
H -3.5674 1.0702 0.3776
H -4.2756 -0.2905 1.2319
H -3.1781 -0.6080 -0.0961
H -1.5327 -1.6700 3.8229
H -1.8816 -2.4716 2.2746
H -3.1611 -1.7087 3.1933
H -1.9271 2.9596 -0.4937
H -1.5357 4.4534 0.3371
H -2.5701 3.2716 1.1066
H 1.7242 2.2151 -0.3298
H 2.2175 3.3356 0.9373
H 1.2138 3.9087 -0.3813
H -0.8484 3.8776 3.3599
H 0.8173 4.2367 2.9299
H 0.4288 2.7390 3.7619
C 3.3044 0.0119 -1.4332
As 1.7730 -1.1348 -1.5679
C 2.3740 -2.9352 -1.2578
C 1.0529 -1.0850 -3.3396
C 1.6962 -1.7237 -4.3889
C 1.0895 -1.7496 -5.6417
C -0.1501 -1.1561 -5.8311
C -0.7871 -0.5032 -4.7778
C -0.1787 -0.4673 -3.5320
As -0.8796 0.5969 -2.0905
C -2.7619 0.8100 -2.4089
C -0.0768 2.2929 -2.5353
H 4.0443 -0.3740 -2.1373
H 3.7025 -0.0413 -0.4227
H 3.0573 1.0351 -1.7037
H 2.6003 -3.3521 -2.2395
H 1.5845 -3.5190 -0.7924
H 3.2749 -2.9313 -0.6511
H 2.6577 -2.2065 -4.2592
H 1.5854 -2.2449 -6.4657
H -0.6256 -1.1959 -6.8021
H -1.7493 -0.0366 -4.9473
H -3.2544 -0.1592 -2.4128
H -2.8537 1.2795 -3.3891
H -3.2022 1.4653 -1.6673
H -0.2921 2.4368 -3.5949
H 0.9997 2.2429 -2.3992
H -0.4928 3.1130 -1.9605
Br -0.7153 -4.3515 0.7298
C -1.8204 -4.4424 -0.8348
Br -1.4516 -2.8995 -1.9482
H -2.8616 -4.4220 -0.5410
H -1.5639 -5.3283 -1.4016
```

Charge: +3
Gap between HOMO and LUMO (eV): 6.7
E_LUMO (eV): -11.492
Calculated total energy (eV): -313172.68525
Energy above the lowest of the compared OMol25 structures with the same formula, charge and spin (eV): 0.246



Question: Look up the E_LUMO of the first one.
Answer: -2.798 eV